# 1
The ion C20H21N2O with charge +1 at a distorted geometry, computed with ωB97M-V/def2-TZVPD.

Computed properties:
relative energy (zero: lowest compared OMol25 entry of this formula, charge and spin) = 46.3 kcal/mol
HOMO-LUMO gap = 0.280 Ha
total charge = +1
multiplicity = 1

Cartesian coordinates (Å):
O1 -0.2760 -1.7216 1.3879
N1 1.7711 4.1634 1.7577
N2 1.2905 -0.2636 2.2500
C1 1.1427 5.2645 1.0459
C2 5.9660 0.2413 4.1267
C3 2.2296 5.4045 3.8693
C4 -0.0586 0.2434 2.7701
C5 3.2166 4.0466 5.5942
C6 2.6607 0.6289 2.1281
C7 2.6735 5.2735 5.1917
C8 2.3491 2.0540 2.3454
C9 1.7306 -2.2344 0.5146
C10 5.8516 -1.0687 4.6063
C11 3.7299 0.1369 3.0534
C12 -0.9722 -0.8384 2.2681
C13 4.7064 -1.7798 4.2472
C14 3.6874 -1.1979 3.4669
C15 3.2494 2.9043 4.7501
C16 1.0403 -1.2847 1.4222
C17 1.8939 2.8665 1.2996
C18 4.9501 0.8298 3.3513
C19 2.7528 2.9743 3.4379
C20 2.3062 4.2748 3.0429
H1 1.5689 -3.2801 0.9439
H2 2.8357 0.2963 0.9041
H3 4.5492 -2.8050 4.5901
H4 1.7654 5.5596 0.1938
H5 1.8618 6.3535 3.4598
H6 -0.0402 0.2895 3.8799
H7 0.1426 4.9895 0.6761
H8 3.6394 1.9564 5.1429
H9 1.0743 -2.3283 -0.4159
H10 2.6259 6.1379 5.8625
H11 6.8731 0.7853 4.4183
H12 2.7473 -1.7160 3.2291
H13 1.5022 2.5709 0.3264
H14 -1.3404 -1.4361 3.0875
H15 3.6012 3.9918 6.6144
H16 1.0451 6.1139 1.7216
H17 6.5909 -1.5261 5.2660
H18 -0.3229 1.2182 2.3008
H19 5.1589 1.8663 3.0541
H20 2.8209 -2.0150 0.2886
H21 -1.7924 -0.4404 1.6974

***

# 2
A structure of composition C20H21N2O5PdS at a distorted geometry, computed with ωB97M-V/def2-TZVPD.

Computed properties:
relative energy (zero: lowest compared OMol25 entry of this formula, charge and spin) = 9.2 kcal/mol
HOMO-LUMO gap (alpha / beta) = 0.225 / 0.240 Ha
total charge = -1
multiplicity = 3

Cartesian coordinates (Å):
Pd1 0.1199 0.9491 -0.5925
S1 -0.4183 3.4750 0.0366
O1 2.5724 1.4024 2.8209
O2 1.8038 2.4991 -4.0576
O3 0.3071 1.5084 -2.6841
O4 0.8296 0.7807 1.6001
O5 -1.4124 -0.4281 -0.6850
N1 -3.0682 3.7487 -0.9365
N2 1.9360 1.8037 -0.6279
C1 1.9161 1.2805 1.6711
C2 2.6566 1.8273 0.4813
C3 2.3931 2.2332 -1.7935
C4 -1.8178 -2.1947 2.4699
C5 -3.2913 -0.4120 1.5262
C6 -0.7514 -3.0878 2.4359
C7 0.5565 -2.5743 -1.0863
C8 1.4070 2.0788 -2.9777
C9 -2.8997 1.0631 1.6294
C10 3.6820 2.7393 -1.8794
C11 -0.3447 -2.6504 -2.3220
C12 1.7255 -1.6039 -1.3454
C13 3.9478 2.2913 0.4676
C14 -2.0836 -1.3247 1.4216
C15 0.0147 -3.1450 1.2830
C16 -1.2307 -1.3142 0.2876
C17 -4.2671 -0.6275 0.3655
C18 -0.2230 -2.3049 0.1955
C19 -1.9829 3.6164 -0.5510
C20 4.4649 2.7488 -0.7427
H1 -4.5769 -1.6741 0.3079
H2 -3.7908 -0.3533 -0.5771
H3 2.5394 -2.1148 -1.8696
H4 -3.8026 -0.6918 2.4530
H5 5.4850 3.1085 -0.7943
H6 0.2391 -2.9563 -3.1965
H7 -0.7995 -1.6821 -2.5223
H8 2.1330 -1.2119 -0.4116
H9 4.5347 2.2865 1.3772
H10 -0.5507 -3.7498 3.2708
H11 -2.4747 -2.1820 3.3354
H12 -2.3702 1.3767 0.7329
H13 1.4103 -0.7750 -1.9830
H14 -1.1453 -3.3789 -2.1687
H15 0.8109 -3.8814 1.2059
H16 1.9788 1.0364 3.4972
H17 4.0388 3.1028 -2.8345
H18 -2.2502 1.2378 2.4911
H19 -5.1577 -0.0057 0.4972
H20 0.9935 -3.5653 -0.9447
H21 -3.7870 1.6953 1.7233

***

# 3
An isolated molecule of C20H21N3O3 at a distorted geometry, computed with ωB97M-V/def2-TZVPD.

Computed properties:
relative energy (zero: lowest compared OMol25 entry of this formula, charge and spin) = 42.7 kcal/mol
HOMO-LUMO gap = 0.314 Ha
total charge = 0
multiplicity = 1

Cartesian coordinates (Å):
O1 1.3300 2.6646 -0.0496
O2 -0.3251 4.1622 -0.3296
O3 -0.2139 0.7275 2.0088
N1 -0.8973 -2.0519 -0.1335
N2 -0.3078 0.5065 -0.2486
N3 3.3415 -1.6009 -1.6566
C1 -0.9264 1.8432 -0.5388
C2 -2.2792 2.0914 0.1173
C3 -4.6630 -0.4253 -1.5251
C4 2.1604 -1.6887 0.2555
C5 3.1183 -0.5974 0.3594
C6 -3.7574 0.6178 -1.3497
C7 1.1723 -2.0490 1.2947
C8 4.4038 1.3295 1.0019
C9 -4.6867 -0.7833 0.8427
C10 0.0156 3.0384 -0.2571
C11 2.3908 -2.2517 -0.9560
C12 5.1039 1.3255 -0.2036
C13 -5.0877 -1.1365 -0.4589
C14 3.4209 0.3888 1.3245
C15 -3.7467 0.2309 0.9778
C16 3.8063 -0.5712 -0.8802
C17 4.7886 0.4145 -1.1872
C18 -3.2896 0.9516 -0.0667
C19 -0.2691 -1.5223 1.0538
C20 -0.2434 0.0134 1.0052
H1 5.3647 0.4276 -2.1266
H2 1.0733 -3.1546 1.4375
H3 3.7073 -1.8573 -2.5420
H4 1.3203 1.6667 -0.1508
H5 -5.0893 -1.3603 1.6704
H6 1.5485 -1.6785 2.2693
H7 -1.0739 1.7039 -1.6437
H8 4.6656 1.9966 1.8282
H9 -5.0014 -0.7100 -2.5061
H10 2.8688 0.4337 2.2699
H11 -0.7757 -3.0429 -0.1412
H12 -1.8959 -1.8791 0.0183
H13 -3.3644 1.1829 -2.2125
H14 -0.5480 -0.2114 -0.9417
H15 -3.3915 0.4649 1.9942
H16 1.9305 -3.1096 -1.4598
H17 -0.8752 -1.8211 1.9227
H18 5.8518 2.0824 -0.3495
H19 -2.1360 2.2270 1.2059
H20 -2.7445 2.9551 -0.3714
H21 -5.7939 -1.9434 -0.5715

***

# 4
An isolated molecule of C20H21N3O3 at a distorted geometry, computed with ωB97M-V/def2-TZVPD.

Computed properties:
relative energy (zero: lowest compared OMol25 entry of this formula, charge and spin) = 112.5 kcal/mol
HOMO-LUMO gap = 0.313 Ha
total charge = 0
multiplicity = 1

Cartesian coordinates (Å):
O1 2.0832 3.4210 -0.4468
O2 -0.1963 -1.2304 -1.7048
O3 -0.0551 2.9577 -0.8616
N1 0.7903 0.2365 -0.3193
N2 5.4896 0.8817 -0.4015
N3 -2.0807 1.1894 -0.0341
C1 2.2321 1.3298 1.4462
C2 3.9298 -0.4248 0.5651
C3 5.0744 -2.7488 -0.4398
C4 1.1083 2.7252 -0.3021
C5 -2.6979 -1.1471 -0.4934
C6 -0.3551 -0.4630 -0.7116
C7 -1.6605 -0.2342 0.1780
C8 -6.1566 0.1182 -1.0099
C9 -4.0994 -0.8160 -0.0220
C10 -4.8827 -0.3533 -1.1600
C11 3.5791 1.0519 0.7917
C12 5.1359 -0.4024 -0.1720
C13 -6.8296 -0.0424 0.2071
C14 -4.8083 -0.6933 1.1464
C15 3.3248 -1.6177 0.7888
C16 0.9901 1.4502 0.5533
C17 3.9264 -2.7898 0.3677
C18 -6.1241 -0.4337 1.2743
C19 5.7038 -1.5277 -0.7061
C20 4.5190 1.7263 0.0540
H1 -3.0198 1.3246 0.2737
H2 -6.8139 0.2494 -1.9578
H3 -0.0381 1.6773 0.9980
H4 -6.6391 -0.7346 2.2046
H5 -1.4301 -0.4279 1.2623
H6 -2.5578 -2.2585 -0.2765
H7 -4.2754 -0.8901 2.0893
H8 -4.4327 -0.2610 -2.1646
H9 2.0755 0.5998 2.3405
H10 6.6236 -1.4858 -1.4459
H11 -2.1012 1.3414 -1.1119
H12 1.6082 -0.0182 -0.9629
H13 2.2409 2.4166 1.8507
H14 4.6759 2.7732 -0.0861
H15 3.4416 -3.7174 0.6373
H16 -0.5505 2.3119 -0.3765
H17 2.4336 -1.8075 1.4368
H18 5.3460 -3.6822 -0.9205
H19 -7.8562 0.1731 0.3685
H20 -2.7526 -0.8915 -1.5625
H21 6.0815 1.1439 -1.1844

***

# 5
A structure of composition C20H21N3O3SV at a distorted geometry, computed with ωB97M-V/def2-TZVPD.

Computed properties:
relative energy (zero: lowest compared OMol25 entry of this formula, charge and spin) = 55.3 kcal/mol
HOMO-LUMO gap (alpha / beta) = 0.211 / 0.194 Ha
total charge = 0
multiplicity = 4

Cartesian coordinates (Å):
V1 2.6245 -0.3245 0.3969
S1 -4.5099 1.0347 -1.5623
O1 -1.1216 -0.1059 -0.2199
O2 -5.0591 0.2767 -2.6652
O3 -4.9276 2.4125 -1.3482
N1 2.1170 -0.7809 -1.2775
N2 2.6759 1.4287 -0.0314
N3 -2.8851 0.8656 -1.4341
C1 -0.3389 -1.7844 2.4710
C2 3.7057 3.7444 -1.0991
C3 -3.4554 -0.9617 1.6996
C4 -5.8998 -0.9964 1.7762
C5 1.4655 -1.8607 -1.8115
C6 2.2518 -1.2612 -4.0088
C7 4.1080 -1.2261 1.4162
C8 2.5539 0.2555 -2.1292
C9 3.4734 2.6430 -1.9378
C10 -4.6503 -1.3543 2.3567
C11 -5.9362 -0.2549 0.5757
C12 2.7367 -0.0334 -3.5014
C13 2.8881 1.4880 -1.4326
C14 -2.3450 0.1739 -0.3948
C15 2.7285 2.5552 0.7536
C16 1.5511 -2.1577 -3.1916
C17 -4.7237 0.0868 -0.0343
C18 3.3037 3.7234 0.2448
C19 -3.4914 -0.2546 0.4983
C20 -0.4457 -0.4333 3.0550
H1 -0.8183 -2.8078 2.7888
H2 -4.6453 -1.9379 3.2941
H3 4.5505 -1.9306 0.6836
H4 -6.8888 0.0453 0.1241
H5 0.4237 0.0901 2.5873
H6 3.4219 4.5882 0.9065
H7 4.1780 4.6444 -1.4916
H8 3.2660 0.6460 -4.1608
H9 0.7966 -1.9927 2.5087
H10 1.1010 -3.0772 -3.5913
H11 -6.8329 -1.2924 2.2733
H12 3.4251 -1.6873 2.1728
H13 4.6578 -0.3659 1.8396
H14 -1.2120 0.3266 2.7710
H15 2.3049 2.4517 1.7532
H16 3.7612 2.6954 -2.9936
H17 -2.4495 -1.1538 2.0592
H18 -0.1766 -0.4292 4.0923
H19 0.8972 -2.4292 -1.0791
H20 -0.5626 -1.7680 1.3602
H21 2.4079 -1.5143 -5.0626

***

Question: Look up the total charge of the third one.
Answer: 0

***

Question: Which value of total charge does entry 5 give?
Answer: 0

***

Question: Which of these has the highest total charge?
Answer: C20H21N2O

***

Question: multiplicity of number 4 (C20H21N3O3)?
Answer: 1